Entry 1:
C19H22N2O10S2 | wB97M-V/def2-TZVPD

CARTESIAN COORDINATES (ANGSTROEM)
C  2.717  3.733  -0.488
O  1.611  3.161  0.175
C  0.556  2.742  -0.547
C  0.458  2.881  -1.934
C  -0.638  2.390  -2.618
C  -1.641  1.733  -1.936
S  -3.034  1.056  -2.829
N  -2.439  0.137  -4.066
O  -3.763  2.136  -3.427
O  -3.752  0.178  -1.940
C  -1.577  1.596  -0.568
C  -0.499  2.110  0.142
C  -0.525  1.939  1.620
O  -1.149  1.068  2.174
O  0.171  2.879  2.257
C  0.239  2.791  3.675
C  1.028  1.570  4.156
C  2.245  1.281  3.270
O  1.943  0.334  2.244
C  1.958  -0.951  2.624
O  2.215  -1.313  3.742
C  1.627  -1.865  1.493
C  0.618  -1.549  0.595
C  0.287  -2.447  -0.401
S  -0.980  -2.037  -1.583
N  -2.300  -1.761  -0.638
O  -1.172  -3.165  -2.455
O  -0.622  -0.789  -2.220
C  0.943  -3.655  -0.518
C  1.957  -3.981  0.364
C  2.318  -3.092  1.378
O  3.318  -3.304  2.249
C  4.023  -4.524  2.213
H  3.442  3.954  0.293
H  2.445  4.662  -0.998
H  3.160  3.035  -1.205
H  1.240  3.374  -2.489
H  -0.710  2.517  -3.687
H  -2.108  0.698  -4.834
H  -1.733  -0.501  -3.716
H  -2.365  1.086  -0.037
H  -0.775  2.763  4.089
H  0.735  3.717  3.976
H  1.347  1.747  5.183
H  0.384  0.690  4.148
H  3.063  0.878  3.876
H  2.568  2.178  2.739
H  0.074  -0.624  0.682
H  -2.818  -2.610  -0.479
H  -2.911  -1.040  -1.040
H  0.648  -4.328  -1.308
H  2.462  -4.927  0.258
H  4.744  -4.464  3.026
H  4.554  -4.653  1.264
H  3.358  -5.376  2.381

Calculated values
Kohn-Sham gap: 0.3475 Ha
LUMO energy: 0.335 eV
Net charge: 0
SMILES string: COc1ccc(S(N)(=O)=O)cc1C(=O)OCCCOC(=O)c1cc(S(N)(=O)=O)ccc1OC
E_HOMO: -9.1 eV

Results of the natural (NBO) charge analysis, in e, for atoms 1 through 2: -0.2553, -0.4889

---

Entry 2:
C19H22N2O3 | wB97M-V/def2-TZVPD

CARTESIAN COORDINATES (ANGSTROEM)
C  -2.430  6.435  0.300
C  -1.516  6.059  1.456
O  -0.567  5.060  1.073
C  0.525  5.482  0.443
O  0.738  6.610  0.098
C  1.469  4.315  0.145
N  1.401  3.305  1.175
N  1.133  2.080  0.781
C  1.041  1.119  1.663
C  0.754  -0.225  1.213
C  0.588  -0.556  -0.077
C  0.306  -1.872  -0.609
C  0.130  -3.006  0.190
C  -0.134  -4.236  -0.373
C  -0.233  -4.393  -1.752
C  -0.519  -5.737  -2.370
C  0.593  -6.735  -2.038
C  -1.879  -6.269  -1.912
C  -0.060  -3.268  -2.550
C  0.203  -2.033  -1.993
C  1.224  1.396  3.055
C  1.492  2.659  3.454
C  1.590  3.730  2.487
O  1.811  4.906  2.718
H  -3.177  7.144  0.645
H  -1.851  6.895  -0.497
H  -2.931  5.552  -0.089
H  -2.079  5.609  2.276
H  -0.971  6.937  1.815
H  2.481  4.725  0.074
H  1.187  3.848  -0.800
H  0.685  -0.965  1.998
H  0.676  0.237  -0.808
H  0.198  -2.925  1.264
H  -0.265  -5.091  0.274
H  -0.551  -5.613  -3.458
H  0.642  -6.919  -0.968
H  0.411  -7.682  -2.540
H  1.557  -6.350  -2.364
H  -1.885  -6.443  -0.839
H  -2.103  -7.208  -2.413
H  -2.664  -5.554  -2.147
H  -0.133  -3.363  -3.625
H  0.334  -1.174  -2.635
H  1.143  0.589  3.769
H  1.635  2.925  4.490

Calculated values
Kohn-Sham gap: 0.2822 Ha
LUMO energy: -0.276 eV
Net charge: 0
SMILES string: CCOC(=O)Cn1nc(/C=C/c2ccc(C(C)C)cc2)ccc1=O
E_HOMO: -8.0 eV

Results of the natural (NBO) charge analysis, in e, for atoms 1 through 2: -0.6353, -0.0718

---

| no. | E (eV) |
| --- | --- |
| 1 | -65185.26586 |
| 2 | -29182.50487 |